Here is a molecular structure, C51H42AsF6MgN2O2P2S from the OMol25 dataset. Energies are from the ωB97M-V functional and the def2-TZVPD basis.

Properties
LUMO level (alpha / beta): 0.1 / -2.2 eV
spin multiplicity: 2
electronic energy: -6344.79615 a.u.
F_max: 0.0799 Eh/bohr

XYZ file:
```
108
Properties=species:S:1:pos:R:3:forces:R:3
Mg 0.723285 0.734560 -0.031109 -0.8 -0.2 -1.7
C 0.966013 -5.998654 0.065234 0.0 0.0 0.0
C -0.246637 -5.598922 0.600988 0.1 -0.2 0.0
C -0.494930 -4.257437 0.839913 0.0 0.2 0.0
C 0.476837 -3.304429 0.546412 -0.1 0.1 -0.3
C 1.682984 -3.711268 -0.019091 0.0 0.1 -0.1
C 1.926842 -5.050729 -0.259827 0.1 0.0 0.0
P 0.319201 -1.537461 1.004763 0.0 -1.0 0.4
C -1.348789 -1.509950 1.713272 -0.1 0.0 -0.1
C -1.679669 -1.917302 2.998938 0.0 0.0 -0.1
C -2.985902 -1.801249 3.437394 0.1 -0.1 0.1
C -3.964330 -1.294299 2.597356 -0.1 0.0 -0.1
C -3.636571 -0.895462 1.312603 -0.3 0.0 0.1
C -2.330014 -0.997369 0.873336 0.1 -0.1 -0.1
C 1.637515 -1.542326 2.267713 -0.3 -0.4 0.3
C 1.827833 -2.612896 3.108606 0.0 0.4 -0.2
C 2.860517 -2.592289 4.055549 0.3 0.0 0.2
C 3.711100 -1.524869 4.128301 -0.1 -0.2 0.0
C 3.554640 -0.411190 3.278787 -0.2 0.1 -0.4
C 4.412906 0.705424 3.349526 0.1 0.1 0.1
C 4.214596 1.798911 2.561842 0.1 -0.3 0.1
C 3.132794 1.822986 1.655217 -0.5 0.2 -0.5
C 2.335608 0.731245 1.544073 1.6 0.4 1.3
C 2.486226 -0.412201 2.331512 0.0 -0.6 0.3
H 1.164212 -7.048175 -0.097621 0.0 -0.1 0.0
H -0.995704 -6.339248 0.847876 0.0 0.0 0.0
H -1.440023 -3.951584 1.263522 -0.1 0.0 0.0
H 2.428558 -2.962735 -0.263327 0.1 0.0 0.0
H 2.869143 -5.361024 -0.686948 0.1 0.0 0.0
H -0.911714 -2.289422 3.660649 0.1 0.0 0.1
H -3.234854 -2.094283 4.447811 0.0 0.0 0.0
H -4.982082 -1.198020 2.946609 -0.1 0.0 0.0
H -4.401063 -0.487557 0.666025 0.0 0.0 -0.1
H -2.053119 -0.665791 -0.122567 -0.1 0.0 0.0
H 1.188091 -3.482640 3.037380 0.0 0.0 0.0
H 2.985233 -3.433476 4.721124 0.0 -0.1 0.1
H 4.529711 -1.509948 4.835810 0.0 0.0 0.1
H 5.230567 0.672009 4.055173 0.1 0.1 0.1
H 4.870621 2.657047 2.615220 0.0 0.0 0.0
H 3.009849 2.708665 1.046228 -0.1 0.0 0.0
C 1.944471 5.562794 6.252425 0.1 0.0 0.0
C 1.250107 4.641309 5.294393 0.0 0.0 0.0
C 0.369453 3.671405 5.763535 0.0 -0.1 -0.2
C -0.234526 2.788335 4.887059 -0.1 0.0 0.1
C 0.029904 2.877000 3.534309 -0.2 -0.3 -0.4
C 0.887058 3.843735 3.044577 -0.1 0.0 -0.2
C 1.490657 4.724691 3.925989 0.0 0.0 0.1
S -0.732261 1.630051 2.491621 -0.3 0.2 0.6
O -0.006534 0.414162 2.788793 0.2 0.5 0.3
O -2.143878 1.604181 2.769391 0.1 0.3 0.2
N -0.431616 1.953350 0.962163 0.5 -0.4 1.5
C -1.178421 2.877388 0.311121 -1.0 1.4 -0.5
C -1.834024 3.941867 0.905585 0.3 -0.5 -0.2
C -2.541536 4.862957 0.131064 -0.1 0.2 -0.4
C -2.627752 4.738798 -1.232724 -0.1 0.1 0.3
C -2.013169 3.646871 -1.874846 0.3 -0.3 0.3
C -2.098400 3.400696 -3.259149 0.2 -0.2 0.0
C -1.479350 2.298516 -3.780630 -0.1 0.3 0.0
C -0.762061 1.444985 -2.927200 0.0 -0.1 -0.1
N -0.666752 1.641349 -1.637037 0.3 -0.6 0.0
C -1.273332 2.714878 -1.100329 -0.6 0.8 0.1
H 1.391968 5.644978 7.186520 0.0 0.0 0.0
H 2.063840 6.557217 5.826634 0.0 0.1 0.0
H 2.939108 5.175533 6.483439 0.0 0.1 0.0
H 0.156090 3.602126 6.819401 0.0 0.0 0.1
H -0.917631 2.027117 5.228266 -0.1 -0.1 0.2
H 1.060289 3.913657 1.980398 0.0 0.0 -0.1
H 2.154641 5.488713 3.544577 0.1 0.0 0.0
H -1.792925 4.041397 1.978671 -0.1 0.2 0.0
H -3.020011 5.689784 0.633630 -0.1 0.1 0.0
H -3.165317 5.462595 -1.827113 -0.1 0.1 0.0
H -2.652468 4.093349 -3.876274 0.0 0.0 -0.1
H -1.528938 2.078236 -4.834566 0.0 -0.1 -0.1
H -0.252085 0.579588 -3.326143 0.0 0.1 0.0
F 1.485876 -0.192991 -1.784905 0.0 0.3 0.2
As 2.842938 0.916639 -2.016412 3.4 0.2 -2.3
F 1.928348 2.057488 -0.990420 0.3 -0.4 0.2
F 3.610351 0.094603 -0.675951 -0.6 0.4 -0.4
F 2.127115 1.662802 -3.416476 -0.1 -0.4 0.8
F 3.672787 -0.195933 -3.087083 -0.6 0.6 0.7
F 4.164152 2.074997 -2.035236 -1.0 -0.7 0.1
C -1.253389 -3.814609 -2.514763 0.1 0.3 0.1
P -0.992285 -1.974829 -2.582034 -0.3 -0.6 -0.6
C 0.262186 -1.901372 -3.928352 -0.1 0.1 0.2
C 0.102112 -1.104999 -5.059926 0.0 -0.1 0.1
C 1.126242 -0.982410 -5.981928 0.1 0.1 -0.1
C 2.327123 -1.641142 -5.783109 -0.1 0.0 0.0
C 2.495973 -2.433766 -4.659426 0.1 -0.1 0.0
C 1.476567 -2.553991 -3.733711 -0.1 -0.1 0.0
C -2.495645 -1.567713 -3.565556 0.2 0.1 0.3
C -3.328476 -0.557705 -3.102150 0.0 -0.1 0.0
C -4.460456 -0.194813 -3.811852 -0.2 0.1 0.0
C -4.772280 -0.848120 -4.991855 -0.1 0.1 0.0
C -3.945609 -1.856526 -5.464273 0.0 -0.1 -0.1
C -2.814907 -2.214103 -4.755606 -0.1 0.0 0.0
H -0.422091 -4.289487 -2.001007 0.1 -0.1 0.0
H -1.356001 -4.241513 -3.509602 0.0 0.0 0.0
H -2.161181 -3.994461 -1.940504 0.0 -0.1 0.0
H -0.830779 -0.581340 -5.227912 0.0 0.0 0.0
H 0.984030 -0.358143 -6.852735 0.0 0.0 -0.1
H 3.129183 -1.524152 -6.494656 0.1 0.0 -0.1
H 3.435200 -2.939493 -4.493090 0.1 0.0 0.0
H 1.617577 -3.147749 -2.839062 0.1 -0.1 0.0
H -3.083166 -0.052379 -2.177574 0.0 0.1 0.1
H -5.093670 0.602779 -3.447113 0.0 0.0 0.0
H -5.655644 -0.568515 -5.546950 -0.1 0.0 -0.1
H -4.179577 -2.358359 -6.392840 0.0 0.0 0.0
H -2.166682 -2.988941 -5.137759 0.1 -0.1 -0.1
```
Positions in Å, forces in eV/Å.

---

Here is a molecular structure, C51H42Cl5F3IrN2O3PS from the OMol25 dataset. Energies are from the ωB97M-V functional and the def2-TZVPD basis.

Properties
LUMO level (alpha / beta): -4.9 / -4.9 eV
spin multiplicity: 2
electronic energy: -5747.91632 a.u.
F_max: 0.0737 Eh/bohr
charge: +1

XYZ file:
```
109
Properties=species:S:1:pos:R:3:forces:R:3
Ir 0.082929 1.559213 0.819025 0.4 -1.2 3.4
Cl -0.384371 4.859813 2.328525 0.0 0.2 -0.3
C -0.169871 3.606813 3.488625 0.1 -0.3 -0.1
C 0.020929 2.303013 3.039925 -0.7 -0.7 -2.0
C 0.117129 1.322013 4.024325 -0.1 -0.1 -0.3
Cl 0.293729 -0.316187 3.528225 0.1 -0.5 0.3
C 0.060829 1.598013 5.388925 0.1 0.4 -0.2
Cl 0.156829 0.336913 6.541825 0.0 -0.1 0.1
C -0.075071 2.924613 5.803825 0.0 -0.1 -0.3
Cl -0.095471 3.301013 7.470325 0.0 0.1 0.2
C -0.196171 3.936013 4.849525 0.0 -0.3 -0.1
Cl -0.398771 5.561113 5.352725 0.0 0.1 0.0
O -4.243571 2.775113 -0.579175 0.2 -0.2 -0.5
S -3.063771 3.413113 -1.048475 -0.5 0.2 0.9
O -2.632371 4.609113 -0.411875 0.3 0.0 -0.4
O -1.823471 2.317813 -0.901775 -0.5 0.6 -0.8
C -3.029171 3.572113 -2.821575 0.4 -0.4 0.5
C -3.873771 4.406113 -3.523875 -0.2 0.2 -0.1
C -3.739971 4.477013 -4.904575 0.1 0.0 0.3
C -2.765371 3.724613 -5.545975 0.1 -0.1 0.0
C -1.926871 2.886313 -4.826775 -0.1 -0.1 0.2
C -2.059571 2.807313 -3.442875 0.1 -0.2 -0.4
P -1.031771 1.856813 -2.263975 -3.1 2.0 0.7
C -1.902971 0.128913 -2.394175 2.3 -0.2 -0.2
C -2.760671 -0.190687 -3.436175 0.0 0.7 -0.4
C -3.193671 -1.497987 -3.586375 -0.2 0.0 0.1
C -2.752971 -2.492187 -2.728275 0.1 0.1 0.0
C -1.886871 -2.172887 -1.694775 -0.2 0.0 0.0
C -1.453671 -0.871687 -1.544075 0.4 0.3 0.5
C 0.322629 3.226313 -2.191875 1.3 -1.9 -0.2
C 1.065129 3.491913 -3.337575 -0.4 -0.2 -0.2
C 2.133729 4.366213 -3.278375 0.0 0.2 -0.1
C 2.487129 4.964513 -2.078475 0.0 -0.2 0.0
C 1.788029 4.651513 -0.923475 0.0 0.2 -0.2
C 0.731629 3.761513 -0.977075 -0.8 -0.1 0.5
H -4.611871 4.990213 -2.998475 -0.1 0.1 0.0
H -4.390271 5.119313 -5.478975 0.0 0.0 0.0
H -2.658471 3.787513 -6.618575 0.0 0.0 -0.1
H -1.195271 2.285513 -5.346875 0.1 0.0 -0.1
H -3.116771 0.572613 -4.112275 0.0 0.0 -0.1
H -3.876471 -1.742587 -4.386475 -0.1 0.1 0.0
H -3.076371 -3.511487 -2.865875 -0.1 -0.1 0.0
H -1.537771 -2.933487 -1.011175 0.0 0.0 0.1
H -0.787271 -0.615487 -0.732175 0.0 -0.2 -0.1
H 0.788329 3.046413 -4.284075 0.1 0.0 -0.1
H 2.695229 4.577613 -4.175475 0.0 0.1 -0.1
H 3.305629 5.666113 -2.039375 0.1 0.0 0.0
H 2.065329 5.104513 0.015425 -0.1 0.0 0.1
H 0.144829 3.572413 -0.069875 0.1 0.1 0.0
C 5.543729 -1.264287 4.619225 -0.2 0.0 -0.1
C 4.293129 -1.821987 3.930825 0.1 -0.2 0.2
C 4.652629 -3.189287 3.341225 -0.1 0.2 0.0
C 3.171729 -2.001387 4.969325 0.2 0.0 -0.1
C 3.727929 -0.862087 2.909625 -0.1 0.5 0.0
C 3.605529 0.505713 3.178825 0.1 -0.4 -0.1
C 2.825729 1.293313 2.361825 0.2 0.0 0.1
N 2.212129 0.837113 1.270025 -0.1 0.0 -0.4
C 2.491829 -0.421487 0.869625 0.2 0.4 1.2
C 3.200029 -1.287587 1.700825 -0.2 0.2 -0.4
C 2.107329 -0.783287 -0.494675 -0.3 -0.3 -0.7
C 2.446229 -2.022187 -1.043475 -0.2 0.3 0.2
C 2.230829 -2.302187 -2.385975 -0.1 0.3 -0.1
C 1.731029 -1.245387 -3.146375 0.0 0.0 0.1
C 1.399829 -0.054687 -2.525275 0.1 -0.4 -0.2
N 1.517829 0.177513 -1.228575 -0.2 0.1 0.3
C 2.610029 -3.645387 -2.981875 0.1 -0.2 -0.2
C 2.254729 -4.790887 -2.024375 0.0 0.2 -0.1
C 1.898629 -3.905887 -4.314775 0.1 0.1 0.2
C 4.128829 -3.639387 -3.227775 -0.2 0.0 0.0
H 5.903529 -1.988687 5.346425 0.0 0.0 0.1
H 5.337329 -0.341187 5.151025 0.0 0.1 0.1
H 6.334629 -1.081987 3.894525 0.1 0.0 0.0
H 4.973529 -3.847987 4.143525 0.1 -0.1 0.1
H 5.469529 -3.106087 2.628125 0.1 0.0 -0.1
H 3.805229 -3.665187 2.856325 -0.1 -0.1 0.0
H 3.529129 -2.644887 5.767625 0.0 -0.1 0.2
H 2.293229 -2.451787 4.512325 -0.1 0.0 0.0
H 2.881229 -1.043587 5.393025 -0.1 0.1 0.1
H 4.075929 0.947113 4.039025 0.0 0.1 0.2
H 2.673829 2.335513 2.601725 -0.1 0.0 0.0
H 3.341329 -2.304387 1.390125 0.0 -0.2 0.0
H 2.890429 -2.769787 -0.412175 0.1 -0.1 0.1
H 1.591129 -1.329387 -4.209175 0.0 0.0 -0.2
H 1.031429 0.759213 -3.137275 0.0 0.1 -0.1
H 1.204329 -4.748187 -1.746975 -0.1 0.0 0.1
H 2.859729 -4.768587 -1.122875 0.0 0.0 0.1
H 2.434729 -5.741187 -2.519775 0.0 -0.1 0.0
H 0.818129 -3.898387 -4.188075 -0.2 0.0 0.0
H 2.186529 -4.884887 -4.691175 0.0 -0.1 0.0
H 2.169929 -3.175687 -5.073075 0.0 0.1 -0.1
H 4.677329 -3.378987 -2.324175 0.1 0.0 0.1
H 4.383229 -2.916687 -4.000775 0.1 0.0 -0.1
H 4.443129 -4.628987 -3.554275 0.1 0.0 0.0
F -8.570571 -2.070087 1.727725 -0.1 0.1 -0.1
C -7.614871 -2.640487 2.481625 0.1 0.1 0.0
F -8.039171 -2.560387 3.753325 0.1 0.1 0.2
F -7.594271 -3.940487 2.163425 0.1 -0.2 -0.1
C -6.283771 -1.966487 2.273725 0.0 -0.1 -0.1
C -6.197471 -0.589387 2.471325 -0.1 -0.3 0.0
C -5.004371 0.066713 2.249025 0.2 -0.3 -0.1
C -3.882071 -0.662087 1.829125 -0.7 -0.5 0.1
C -3.980871 -2.049087 1.638725 -0.1 0.4 0.1
C -5.176471 -2.699987 1.853425 -0.4 0.1 0.1
C -2.653671 -0.039287 1.550025 2.1 0.8 -0.6
C -1.544571 0.384313 1.238725 0.0 1.1 0.3
H -7.073371 -0.040487 2.787625 0.0 0.0 0.0
H -4.929271 1.136913 2.372125 0.0 0.0 0.0
H -3.106771 -2.588787 1.307725 0.1 -0.1 0.0
H -5.255871 -3.764887 1.690225 0.0 0.0 0.0
```
Positions in Å, forces in eV/Å.